Record 1
{"formula": "C16H10BCl4F4GeN2OW", "method": "ωB97M-V/def2-TZVPD", "largest_force_ev_per_a": 0.50, "charge": 2, "de_lowest_kcal_mol": 4.1, "multiplicity": 2, "e_lumo_ha": [-0.331, -0.319], "s2": 0.763, "gap_ha": [0.22523, 0.23970], "symbols": ["W", "Cl", "C", "C", "C", "C", "O", "C", "C", "N", "C", "C", "C", "C", "C", "C", "C", "C", "N", "C", "C", "H", "H", "H", "H", "H", "H", "H", "H", "H", "H", "Cl", "Ge", "Cl", "Cl", "F", "B", "F", "F", "F"], "positions_angstrom": [[0.0808, 0.7859, 1.1420], [-0.4484, -6.5538, 1.4274], [-0.3492, -4.8549, 1.6052], [-0.2866, -4.2969, 2.8851], [-0.1979, -2.9256, 3.0660], [-0.1836, -2.1307, 1.9430], [-0.0808, -0.7787, 2.0526], [-0.2451, -2.6524, 0.6475], [-0.2084, -1.8132, -0.5017], [-0.1601, -0.5109, -0.5163], [-0.1289, 0.1798, -1.7752], [0.1240, -0.3683, -3.0037], [0.0912, 0.4390, -4.1574], [-0.1887, 1.7731, -4.0740], [-0.4388, 2.3649, -2.8162], [-0.7377, 3.7323, -2.6385], [-0.9742, 4.2221, -1.3806], [-0.8926, 3.3601, -0.2877], [-0.6156, 2.0664, -0.4187], [-0.3986, 1.5549, -1.6711], [-0.3247, -4.0444, 0.4886], [-0.3039, -4.9530, 3.7453], [-0.1400, -2.4891, 4.0531], [-0.2339, -2.3274, -1.4561], [0.3677, -1.4137, -3.1282], [0.2941, -0.0173, -5.1158], [-0.2152, 2.3912, -4.9617], [-0.7744, 4.3859, -3.5014], [-1.2053, 5.2630, -1.2086], [-1.0416, 3.7404, 0.7134], [-0.3667, -4.4815, -0.5006], [0.6104, 2.3614, 2.8341], [-1.8245, 1.6458, 2.6628], [-2.9140, 3.4286, 2.7244], [-2.1670, 0.5639, 4.4304], [1.7031, 1.3518, 0.3140], [3.7085, 0.2681, 1.5797], [4.3335, -0.2523, 0.5582], [4.0865, 1.3733, 2.1609], [2.6463, -0.3877, 2.0795]], "nbo_charge": [1.74, 0.11, -0.05, -0.11, -0.24, 0.38, -0.59, -0.21, 0.27, -0.56, 0.07, -0.15, -0.17, -0.12, -0.10, -0.02, -0.26, 0.13, -0.54, 0.25, -0.12, 0.27, 0.26, 0.22, 0.24, 0.26, 0.25, 0.26, 0.27, 0.23, 0.25, -0.17, 1.08, -0.28, -0.28, -0.57, 1.48, -0.47, -0.47, -0.52]}

=====

Record 2
{"formula": "C16H10BF2N3O6Tc", "method": "ωB97M-V/def2-TZVPD", "largest_force_ev_per_a": 0.25, "charge": 0, "de_lowest_kcal_mol": 0.0, "multiplicity": 2, "e_lumo_ha": [-0.009, -0.010], "s2": 1.145, "gap_ha": [0.28333, 0.26841], "symbols": ["Tc", "O", "C", "C", "C", "N", "C", "C", "C", "O", "O", "C", "O", "O", "H", "H", "H", "O", "C", "C", "C", "C", "C", "C", "C", "N", "C", "C", "N", "H", "H", "H", "H", "H", "H", "H", "F", "B", "F"], "positions_angstrom": [[0.2747, 0.4888, 0.7283], [-4.2776, 4.5698, 1.7531], [-3.2750, 3.6934, 1.5408], [-2.7631, 2.8676, 2.5381], [-1.7502, 1.9962, 2.2052], [-1.2811, 1.8882, 0.9611], [-1.7098, 2.7421, 0.0311], [-2.7109, 3.6577, 0.2674], [-0.9520, 2.6901, -1.2614], [-1.2107, 3.3737, -2.2043], [0.0824, 1.8202, -1.1944], [-0.9614, 1.1936, 3.2227], [-1.3301, 1.0856, 4.3652], [0.1578, 0.7255, 2.7133], [-4.5787, 4.5169, 2.6670], [-3.1038, 2.9025, 3.5654], [-3.0244, 4.3332, -0.5151], [0.1426, -0.4453, -1.2072], [0.4293, -1.7262, -1.5819], [-0.2711, -2.2895, -2.6428], [-0.0183, -3.5940, -3.0229], [0.9207, -4.3573, -2.3397], [1.6146, -3.7917, -1.2882], [1.3981, -2.4665, -0.9031], [2.1980, -1.8891, 0.1819], [1.9023, -0.8369, 0.9248], [2.9189, -0.6888, 1.8467], [3.8428, -1.6584, 1.6477], [3.3781, -2.4062, 0.5895], [-1.0066, -1.6846, -3.1531], [-0.5695, -4.0229, -3.8493], [1.1034, -5.3861, -2.6166], [2.3226, -4.4040, -0.7431], [2.8896, 0.0933, 2.5843], [4.7692, -1.8774, 2.1459], [3.8533, -3.1773, 0.1566], [-0.9338, 0.6595, -3.0212], [0.1714, 0.6995, -2.2116], [1.3586, 0.7049, -2.8801]], "nbo_charge": [1.01, -0.64, 0.35, -0.28, 0.11, -0.43, 0.10, -0.24, 0.79, -0.51, -0.71, 0.76, -0.58, -0.71, 0.49, 0.25, 0.26, -0.73, 0.43, -0.26, -0.18, -0.23, -0.17, -0.19, 0.40, -0.49, -0.07, -0.08, -0.50, 0.25, 0.22, 0.22, 0.20, 0.24, 0.23, 0.43, -0.52, 1.30, -0.52]}

=====

Record 3
{"formula": "C16H10Cl2MnN2O7S2", "method": "ωB97M-V/def2-TZVPD", "largest_force_ev_per_a": 4.58, "charge": 0, "de_lowest_kcal_mol": 23.9, "multiplicity": 6, "e_lumo_ha": [-0.070, -0.075], "s2": 8.760, "gap_ha": [0.25878, 0.26144], "symbols": ["Mn", "O", "C", "O", "C", "C", "C", "C", "C", "N", "C", "O", "O", "H", "H", "H", "H", "O", "C", "Cl", "C", "Cl", "H", "H", "O", "S", "O", "N", "C", "S", "C", "C", "C", "C", "C", "C", "H", "H", "H", "H"], "positions_angstrom": [[9.1654, 12.7540, 7.4610], [9.7741, 17.4956, 6.4218], [9.5807, 16.1748, 6.6816], [9.4318, 15.3519, 5.8038], [9.7390, 15.8252, 8.1046], [9.7824, 16.9135, 8.9984], [10.1031, 16.6199, 10.2938], [10.3734, 15.2701, 10.6777], [9.9570, 14.2363, 9.8683], [9.6086, 14.4808, 8.5321], [9.9023, 12.8067, 10.2322], [10.4811, 12.3337, 11.1936], [9.1228, 12.1496, 9.4143], [9.8158, 17.6529, 5.4343], [9.6704, 17.9759, 8.7685], [10.1963, 17.4147, 11.0404], [10.7678, 15.1105, 11.6871], [5.6750, 13.8521, 7.3935], [6.6728, 13.3633, 7.6585], [7.9847, 20.9155, 5.7475], [6.3142, 20.9059, 6.2556], [5.5024, 22.4984, 6.4590], [6.3436, 20.4634, 7.2565], [5.7378, 20.3719, 5.5086], [5.7624, 7.6785, 6.9652], [6.1917, 8.9239, 7.4798], [5.2508, 9.8325, 8.0603], [6.9916, 9.8568, 6.2186], [8.2530, 10.0487, 6.5712], [9.2929, 11.2642, 5.8047], [8.6687, 9.2768, 7.7967], [9.9357, 9.1290, 8.4232], [10.0941, 8.3261, 9.5878], [9.0009, 7.6270, 10.0399], [7.7494, 7.7707, 9.4995], [7.6074, 8.6543, 8.4207], [10.7441, 9.7182, 7.9923], [11.0593, 8.4296, 10.0026], [9.1356, 6.9540, 10.9104], [6.9188, 7.0888, 9.8334]], "nbo_charge": [1.41, -0.68, 0.75, -0.57, 0.09, -0.21, -0.13, -0.18, 0.12, -0.55, 0.71, -0.59, -0.84, 0.52, 0.26, 0.23, 0.26, -0.44, 0.51, -0.02, -0.40, -0.04, 0.22, 0.23, -0.91, 2.28, -0.91, -0.64, 0.13, -0.39, -0.13, -0.15, -0.18, -0.20, -0.18, -0.33, 0.22, 0.23, 0.22, 0.24]}

=====

Record 4
{"formula": "C16H10Cl4FO6S", "method": "ωB97M-V/def2-TZVPD", "largest_force_ev_per_a": 3.26, "charge": -1, "de_lowest_kcal_mol": 10.4, "e_lumo_ha": 0.016, "gap_ha": 0.15002, "symbols": ["Cl", "C", "C", "Cl", "C", "O", "C", "O", "C", "Cl", "C", "Cl", "C", "C", "O", "C", "C", "F", "S", "C", "C", "C", "C", "C", "C", "O", "O", "O", "H", "H", "H", "H", "H", "H", "H", "H", "H", "H"], "positions_angstrom": [[2.4961, -1.2078, 1.0932], [1.5110, -0.4712, 2.2827], [1.7921, 0.8280, 2.6892], [3.0936, 1.6919, 2.0192], [0.9801, 1.5488, 3.6825], [1.0477, 2.7567, 3.8634], [-0.0475, 0.6963, 4.4780], [-0.6649, 1.1921, 5.4113], [-0.1757, -0.6979, 4.0699], [-1.1464, -1.6772, 5.0766], [0.4951, -1.2166, 2.9651], [0.1195, -2.7947, 2.4290], [2.1396, -4.1772, -1.1564], [0.6704, -3.9073, -1.3538], [0.4334, -2.6094, -0.7931], [-0.8130, -2.1346, -1.0012], [-0.9577, -0.8803, -0.2590], [-2.2079, -0.4936, -0.0185], [0.0424, 0.5678, -0.8593], [-0.8697, 1.8949, -1.6538], [-0.5231, 2.2832, -2.9526], [-1.1190, 3.4202, -3.4995], [-2.0297, 4.1647, -2.7296], [-2.2724, 3.8349, -1.3841], [-1.6651, 2.7054, -0.8390], [0.4065, 1.2146, 0.3809], [1.0057, 0.1110, -1.8310], [-1.6525, -2.6557, -1.7171], [2.3050, -5.2484, -1.2878], [2.7281, -3.6262, -1.9035], [2.4827, -3.8889, -0.1544], [0.3966, -3.8619, -2.4189], [0.0376, -4.6520, -0.8442], [0.1924, 1.6936, -3.5185], [-0.8944, 3.7074, -4.5325], [-2.5623, 5.0136, -3.1780], [-2.9569, 4.4292, -0.7627], [-1.8175, 2.4465, 0.2075]], "nbo_charge": [0.11, -0.02, -0.13, 0.08, 0.43, -0.45, 0.43, -0.47, -0.18, 0.05, -0.02, 0.11, -0.63, -0.07, -0.52, 0.68, -0.28, -0.37, 2.07, -0.22, -0.22, -0.23, -0.21, -0.23, -0.20, -1.00, -0.97, -0.66, 0.20, 0.21, 0.22, 0.19, 0.17, 0.24, 0.21, 0.20, 0.21, 0.24]}

=====

Record 5
{"formula": "C16H10Cl5O4", "method": "ωB97M-V/def2-TZVPD", "largest_force_ev_per_a": 1.62, "charge": -1, "de_lowest_kcal_mol": 13.4, "e_lumo_ha": 0.041, "gap_ha": 0.17132, "symbols": ["Cl", "C", "C", "Cl", "C", "O", "C", "Cl", "C", "Cl", "C", "O", "C", "C", "O", "C", "C", "C", "C", "C", "Cl", "C", "C", "C", "O", "H", "H", "H", "H", "H", "H", "H", "H", "H", "H"], "positions_angstrom": [[2.3302, -1.7073, 1.8909], [0.9285, -0.7694, 2.1213], [0.9746, 0.5933, 2.2101], [2.4312, 1.4657, 2.0799], [-0.2519, 1.4190, 2.3030], [-0.2470, 2.6376, 2.2258], [-1.5155, 0.6568, 2.4904], [-2.9539, 1.5483, 2.2241], [-1.5586, -0.7072, 2.4918], [-3.0386, -1.5670, 2.5268], [-0.3417, -1.5380, 2.2812], [-0.3814, -2.7627, 2.2566], [-1.9266, -2.7085, 6.9679], [-2.6435, -1.6725, 6.1484], [-1.7755, -0.5636, 5.8902], [-2.4658, 0.5116, 5.3992], [-1.5266, 1.5502, 5.0120], [-1.9205, 2.8867, 4.8660], [-3.2957, 3.2587, 4.6927], [-3.5998, 4.5262, 4.2125], [-5.2224, 4.8629, 3.7387], [-2.6197, 5.5254, 4.1135], [-1.3037, 5.2261, 4.5137], [-0.9683, 3.9442, 4.9106], [-3.6863, 0.5153, 5.2873], [-2.4533, -3.6576, 6.8534], [-0.8929, -2.8390, 6.6494], [-1.9273, -2.4366, 8.0265], [-2.9369, -2.0813, 5.1714], [-3.5409, -1.3334, 6.6800], [-0.4792, 1.3566, 5.2354], [-4.0791, 2.5396, 4.8985], [-2.8957, 6.5007, 3.7406], [-0.5537, 6.0013, 4.5101], [0.0276, 3.7081, 5.2936]], "nbo_charge": [0.06, -0.11, -0.14, 0.06, 0.51, -0.51, -0.08, 0.09, -0.24, 0.04, 0.45, -0.55, -0.62, -0.08, -0.53, 0.75, -0.44, -0.02, -0.26, -0.04, -0.03, -0.29, -0.21, -0.21, -0.67, 0.20, 0.21, 0.20, 0.19, 0.19, 0.21, 0.26, 0.21, 0.20, 0.20]}

=====

Record 6
{"formula": "C16H10ClFeN2OTe4", "method": "ωB97M-V/def2-TZVPD", "largest_force_ev_per_a": 2.97, "charge": -1, "multiplicity": 5, "e_lumo_ha": [0.055, 0.057], "s2": 6.034, "gap_ha": [0.16586, 0.17947], "symbols": ["Fe", "Cl", "C", "C", "C", "C", "O", "C", "C", "N", "C", "C", "C", "C", "C", "C", "C", "C", "N", "C", "C", "H", "H", "H", "H", "H", "H", "H", "H", "H", "H", "Te", "Te", "Te", "Te"], "positions_angstrom": [[0.7188, 1.4146, -0.5060], [-5.7555, 0.4662, -3.1780], [-4.0452, 0.5020, -2.8467], [-3.1643, 0.7949, -3.8772], [-1.8137, 0.8417, -3.6024], [-1.2969, 0.6073, -2.3207], [-0.0132, 0.7048, -2.1396], [-2.2243, 0.2988, -1.2648], [-1.7899, -0.0733, 0.0365], [-0.5265, 0.0227, 0.3982], [0.1169, -0.6591, 1.3885], [-0.4394, -1.1558, 2.5766], [0.3364, -1.8877, 3.4560], [1.6626, -2.1746, 3.1822], [2.2680, -1.6909, 2.0106], [3.6255, -1.8914, 1.6795], [4.1220, -1.4011, 0.4867], [3.2901, -0.6520, -0.3285], [2.0297, -0.3706, -0.0111], [1.5026, -0.8974, 1.1165], [-3.5954, 0.2538, -1.5726], [-3.5311, 1.0029, -4.8697], [-1.1088, 1.0870, -4.3829], [-2.5292, -0.5425, 0.6933], [-1.4730, -0.9351, 2.8085], [-0.1088, -2.2548, 4.3722], [2.2520, -2.7653, 3.8705], [4.2699, -2.4219, 2.3654], [5.1527, -1.5585, 0.1973], [3.6373, -0.2274, -1.2605], [-4.2951, 0.0324, -0.7798], [2.0378, 2.1608, 1.3654], [1.0198, 4.5158, 2.2875], [0.3001, 5.5739, -0.1134], [-0.6319, 3.2796, -1.2375]], "nbo_charge": [1.04, -0.04, -0.10, -0.20, -0.22, 0.39, -0.79, -0.23, 0.20, -0.59, 0.15, -0.23, -0.20, -0.20, -0.11, -0.12, -0.27, 0.07, -0.52, 0.25, -0.16, 0.22, 0.22, 0.17, 0.21, 0.21, 0.20, 0.21, 0.22, 0.20, 0.21, -0.49, -0.14, -0.14, -0.43]}